(1)
Density functional theory data (ωB97M-V with the def2-TZVPD basis set) for a 2-piece molecular cluster, C2H16Si5 overall in a non-equilibrium geometry.

Output
2S+1   1
Energy above the lowest of the compared OMol25 structures with the same formula, charge and spin   4.233 eV
Orbital gap (alpha / beta)   6.562 / 6.807 eV
HOMO (alpha / beta)   -7.969 / -8.125 eV
F_max   4.85 eV/Å

Geometry (Å):
Si (-0.833834, -1.155965, 0.421626)
Si (3.216060, -0.887586, 0.593103)
Si (-1.393195, 2.444902, 0.500556)
Si (-2.892049, 2.861778, -1.095199)
Si (1.230220, -1.630386, -0.418354)
C (1.344478, -0.739133, -2.133818)
C (-0.970361, -1.469232, 2.264373)
H (-1.849218, -1.337713, 2.740372)
H (-2.842108, 4.017849, -1.848274)
H (-0.302466, -0.857862, 2.966652)
H (-0.151232, 2.943521, 0.291058)
H (-0.564917, -2.457561, 2.592372)
H (1.308358, -3.217298, -0.710590)
H (-1.625897, -2.201533, -0.333843)
H (2.312866, -0.535808, -2.299819)
H (4.187287, -2.018652, 0.012459)
H (-3.118507, 1.830166, -2.179311)
H (-1.836670, 3.161643, 1.586959)
H (3.503786, -0.881424, 2.185750)
H (0.948692, -1.420180, -2.962359)
H (0.721058, 0.217112, -2.043858)
H (-4.067506, 2.964507, -0.164777)
H (3.675157, 0.368854, 0.034923)

Cartesian forces (eV/Å) of the 6 atoms listed first:
-0.46 0.51 0.73
1.32 -2.06 1.32
-0.65 -3.13 -1.08
-1.54 -2.01 -0.01
0.57 -0.82 -1.19
-4.71 -1.02 0.58

Results of the natural (NBO) charge analysis, in e, for atoms 1 through 5:
1. Si 0.646
2. Si 0.349
3. Si 0.378
4. Si 0.360
5. Si 0.389

***

(2)
Density functional theory data (ωB97M-V with the def2-TZVPD basis set) for the molecule C3H11N2 in a non-equilibrium geometry.

Output
2S+1   2
Energy above the lowest of the compared OMol25 structures with the same formula, charge and spin   2.059 eV
Orbital gap (alpha / beta)   4.019 / 10.879 eV
HOMO (alpha / beta)   -2.931 / -10.108 eV
F_max   1.42 eV/Å

Geometry (Å):
N (1.857416, -0.387710, -0.821285)
N (-0.383112, -0.353112, 0.721318)
C (-0.395562, 0.569128, -0.462695)
C (-1.346269, 0.063630, 1.765054)
C (0.637421, 0.042624, -1.466767)
H (-0.587333, -1.383238, 0.426939)
H (0.121142, -0.832967, -1.859150)
H (2.443979, -0.967010, -1.414792)
H (-1.514685, 1.137875, 1.829674)
H (2.486326, 0.350366, -0.527852)
H (0.628861, -0.551216, 0.874718)
H (-1.307098, 0.692342, -1.045041)
H (0.782005, 0.769315, -2.273215)
H (-0.232530, 1.540751, 0.000479)
H (-2.263140, -0.481786, 1.541457)
H (-0.927415, -0.208997, 2.711163)

Cartesian forces (eV/Å) of the 6 atoms listed first:
0.84 -0.26 0.23
-0.11 0.00 -1.41
0.87 0.26 -0.12
0.62 -0.14 0.32
-0.28 0.47 0.24
-0.94 -0.14 -0.31

Results of the natural (NBO) charge analysis, in e, for atoms 1 through 5:
1. N -0.874
2. N -0.814
3. C -0.271
4. C -0.508
5. C -0.286

***

(3)
Density functional theory data (ωB97M-V with the def2-TZVPD basis set) for a 2-piece molecular cluster, C3H5O2SSi overall in a non-equilibrium geometry.

Output
2S+1   1
Energy above the lowest of the compared OMol25 structures with the same formula, charge and spin   0.559 eV
Orbital gap   8.292 eV
HOMO   -4.680 eV
Net charge   -1
F_max   3.26 eV/Å

Geometry (Å):
S (0.481374, 0.609291, -0.277681)
Si (0.506062, 1.367754, -2.095499)
O (-1.212252, -1.579399, -0.538005)
O (-2.292791, 0.376410, -0.340070)
C (-1.405182, -0.420437, -0.390756)
C (0.728183, -1.246402, 2.337561)
C (0.389374, -1.422425, 3.475256)
H (1.039254, -1.083069, 1.391929)
H (-0.307992, 0.679965, -2.931739)
H (0.355316, -1.548591, 4.487188)
H (1.836504, 1.576274, -2.832235)
H (-0.117848, 2.690628, -2.285949)

Cartesian forces (eV/Å) of the 6 atoms listed first:
0.80 -0.54 2.31
1.56 2.53 -1.09
0.81 -1.38 0.10
-0.23 0.82 0.27
-1.03 0.39 -0.52
-0.86 -0.62 2.96

Results of the natural (NBO) charge analysis, in e, for atoms 1 through 5:
1. S -0.688
2. Si 0.779
3. O -0.655
4. O -0.661
5. C 0.896

***

(4)
Density functional theory data (ωB97M-V with the def2-TZVPD basis set) for C38H52IrN6O5S as an isolated structure.

Output
2S+1   5
Orbital gap (alpha / beta)   5.179 / 6.438 eV
HOMO (alpha / beta)   -2.934 / -5.478 eV
Net charge   -1
F_max   0.48 eV/Å

Geometry (Å):
Ir (-0.304515, -0.781216, -0.171753)
S (0.308976, -3.487741, -0.730970)
O (0.569351, -4.579296, 0.172609)
O (1.106116, -2.216290, -0.253116)
O (-0.016002, -0.567396, -2.082140)
O (0.643297, -3.740351, -2.113192)
O (-1.100627, -2.942875, -0.583800)
N (3.603350, 2.214202, -0.264961)
N (2.749837, 1.593178, 0.462002)
N (1.817132, 0.990082, -0.305911)
N (3.227892, 2.019045, -1.540841)
N (-0.750284, -1.172994, 1.744993)
N (-1.555942, 0.726800, -0.117812)
C (-1.900760, 0.747029, -2.904788)
C (-3.852091, 1.514164, 0.043801)
C (-0.857678, -3.386728, 2.831167)
C (-1.893717, -0.692715, 2.341833)
C (-0.126925, -2.236844, 2.482332)
C (4.248607, 0.284982, -3.834579)
C (0.020313, -0.087284, -4.373334)
C (-2.689058, 1.166192, -4.145500)
C (-0.216854, 4.108896, -0.814808)
C (-0.788106, 3.039351, -2.890649)
C (-2.371375, -5.024262, 1.644894)
C (1.785021, -3.072919, 3.670407)
C (-1.912845, 3.777470, 1.950836)
C (2.023972, -0.863225, 2.504766)
C (-0.675922, 3.032492, 1.432223)
C (1.067295, -4.190788, 4.058230)
C (-3.288695, -3.620836, 3.498490)
C (-5.149183, 1.041145, 2.012830)
C (-0.888120, -0.399026, -3.182949)
C (4.980600, 1.477015, -3.223445)
C (-5.039618, 1.651708, 0.761085)
C (-0.255251, 4.119045, -2.200863)
C (-2.907269, 0.087681, 1.785938)
C (-0.238537, -4.341327, 3.631778)
C (-2.274491, -3.666590, 2.349640)
C (3.395372, -1.230865, 1.938871)
C (4.005686, 2.516541, -2.662902)
C (2.146751, 0.095279, 3.691727)
C (-2.795704, 0.763595, 0.533834)
C (2.130389, 1.266345, -1.545334)
C (-4.114930, 0.286940, 2.514874)
C (-1.258434, 1.923430, -2.206311)
C (-1.160784, 1.909940, -0.808975)
C (1.209059, -2.086729, 2.878938)
C (-0.674625, 3.013406, -0.088604)
C (5.988352, 1.025819, -2.170757)
C (-1.639260, -1.700566, -3.443984)
C (0.583132, 3.648136, 2.040066)
H (-2.537778, -2.910945, 1.613014)
H (-2.043864, 1.529296, -4.947788)
H (-3.262323, 0.325546, -4.537928)
H (2.675905, -0.381346, 4.522885)
H (-0.788556, -5.235581, 3.902909)
H (-4.207837, -0.188237, 3.485672)
H (-2.294419, -1.938010, -2.605112)
H (-2.049287, -1.038783, 3.356204)
H (1.159550, 0.398501, 4.052032)
H (-6.056852, 1.156215, 2.593699)
H (0.689209, 4.702618, 1.767045)
H (3.910738, -0.328352, 1.602229)
H (-1.582648, -5.137497, 0.905372)
H (2.814587, -2.961591, 3.990367)
H (4.533744, 3.397167, -2.301893)
H (3.529720, 0.598101, -4.596429)
H (1.490604, -0.326158, 1.723820)
H (-3.340405, -5.108453, 1.144761)
H (0.109325, 4.983259, -2.745133)
H (3.295328, 2.829466, -3.429095)
H (-5.853359, 2.241019, 0.358100)
H (-0.520950, -0.137022, -5.320206)
H (1.532348, -4.952326, 4.673875)
H (1.590838, 0.916409, -2.409021)
H (3.708013, -0.286310, -3.075453)
H (-2.298763, -5.847778, 2.362068)
H (1.483430, 3.119935, 1.734613)
H (0.516890, 3.602533, 3.130034)
H (0.179492, 4.968617, -0.286676)
H (6.725755, 0.355293, -2.615872)
H (-2.234392, -1.624515, -4.358603)
H (0.464331, 0.910927, -4.289373)
H (5.492403, 0.483901, -1.362542)
H (-3.729993, 2.031985, -0.900810)
H (-4.298280, -3.806302, 3.119819)
H (-2.836727, 3.332424, 1.584856)
H (-3.061317, -4.394886, 4.237673)
H (-2.616932, 0.320043, -2.198744)
H (3.285433, -1.911758, 1.093488)
H (-0.735065, 1.996822, 1.773438)
H (-0.925707, -2.518617, -3.536986)
H (-0.855146, 3.074082, -3.972202)
H (-3.391927, 1.965216, -3.898425)
H (4.958462, -0.399152, -4.302161)
H (6.515763, 1.872871, -1.726384)
H (-1.884628, 4.824863, 1.632160)
H (4.026110, -1.709743, 2.692340)
H (2.697985, 0.993456, 3.398418)
H (5.519105, 1.998253, -4.022330)
H (0.818531, -0.831335, -4.389520)
H (-1.933644, 3.756155, 3.043997)
H (-3.295696, -2.661322, 4.017919)

Cartesian forces (eV/Å) of the 6 atoms listed first:
-0.47 0.08 -0.01
0.18 0.31 0.01
-0.01 -0.04 0.02
0.07 -0.22 -0.09
0.02 -0.11 -0.23
0.00 -0.07 -0.01

Results of the Löwdin charge analysis, in e, for atoms 1 through 5:
1. Ir 1.663
2. S 0.326
3. O -0.306
4. O -0.493
5. O -0.350